C3H12N3O | ωB97M-V/def2-TZVPD

Computed properties:
Spin multiplicity   3
Lowest unoccupied orbital energy (spin up / spin down)   -3.270 / -7.955 eV
Charge   +1
Expectation value of S²   2.006
Calculated total energy   -360.54536 a.u.

Last column: Löwdin spin population.
CARTESIAN COORDINATES (ANGSTROEM)
H: -2.796 -0.229 -0.760  0.0002
C: -2.076 0.171 -0.183  0.0070
H: 0.041 -2.461 0.034  0.0321
H: 1.579 -0.667 -1.294  0.0069
H: -1.152 -0.424 -0.071  0.0029
H: -2.483 0.149 0.829  0.0039
H: 0.143 -1.005 2.028  0.0127
H: 2.110 1.783 -0.054  0.0213
C: 1.075 1.496 -0.121  0.0553
H: -1.893 1.216 -0.363  0.0005
O: 0.933 1.455 -1.496  0.0307
H: 0.007 1.706 -1.770  0.0005
N: 1.023 -0.864 -0.453  0.5928
C: 0.890 0.119 0.477  0.5395
H: -0.579 0.483 1.898  0.0133
N: 0.062 -0.118 1.520  0.3554
N: 1.112 -2.169 0.022  0.3124
H: 1.566 -2.746 -0.628  0.0077
H: 0.439 2.107 0.386  0.0048

C3H12N4 | ωB97M-V/def2-TZVPD

Computed properties:
Structure (SMILES)   [H]/N=C/NC.NCN
Lowest unoccupied orbital energy   0.793 eV
Calculated total energy   -340.46869 a.u.

Last column: Mulliken charge in e.
CARTESIAN COORDINATES (ANGSTROEM)
H: 2.525 0.472 0.356  0.2566
H: 1.478 3.671 -0.123  0.2587
H: 2.413 -0.465 -1.981  0.3836
H: 1.717 -1.530 -0.833  0.3206
H: -3.140 -2.484 0.762  0.3168
C: 1.599 -0.542 -1.300  -0.9758
N: -1.267 -1.719 -0.042  -0.5427
H: -3.220 -0.112 0.822  0.2292
N: 1.725 0.496 -0.281  -0.2685
H: -1.609 -2.375 1.833  0.3266
H: 0.566 1.813 -1.286  0.3057
C: -2.231 -1.831 1.050  -0.4544
C: 1.507 1.833 -0.745  -0.0024
H: 0.621 -0.495 -1.813  0.3238
N: 2.097 2.849 -0.330  -0.6121
H: -2.141 -0.069 2.058  0.2451
N: -2.868 -0.603 1.617  -0.5893
H: -0.567 -1.057 0.265  0.2574
H: -1.698 -1.299 -0.839  0.2212